Record 1
This record from OMol25 describes a structure of composition C12H17BCaN6O at a distorted geometry. The level of theory is the ωB97M-V functional and the def2-TZVPD basis.

Properties
HOMO-LUMO gap (alpha / beta): 7.772 / 4.444 eV
Net charge: +2
LUMO (alpha / beta): -7.3 / -10.6 eV
F_max: 4.4 eV Å⁻¹
HOMO level (alpha / beta): -0.5528 / -0.5511 Eh

Element x y z (Å)
H -0.918 -4.576 0.795
C 1.375 3.500 -1.596
H -0.857 2.014 3.346
H 4.050 -0.085 -2.907
C 3.607 -0.437 -1.984
C -0.895 0.971 2.994
H 1.127 5.271 -0.289
C -1.519 -1.008 -3.562
C 3.017 -1.374 -0.040
H -0.644 -3.922 -0.844
N 2.387 0.005 -1.603
C 0.517 3.261 0.446
H 1.790 3.827 -2.540
B 1.390 0.978 -2.312
C -0.423 -0.172 -3.774
N 0.095 0.155 -2.577
H -1.654 1.004 2.180
Ca -0.603 0.171 0.811
N 2.027 -0.569 -0.415
C -1.295 -3.864 0.041
H 2.968 -1.943 0.879
C -1.161 -2.500 0.537
H 0.014 0.211 -4.679
H -2.367 -1.727 -1.620
C -1.629 -1.143 -2.166
H -1.311 0.297 3.761
C 1.027 4.218 -0.451
C 4.054 -1.333 -1.002
H 0.163 0.667 2.827
H 0.151 3.417 1.461
O -1.842 -1.762 1.240
H 4.981 -1.869 -0.984
N 0.537 2.035 -0.131
N 1.108 2.198 -1.385
H -2.339 -4.089 -0.247
N -0.667 -0.429 -1.549
H 1.869 1.357 -3.347
H -2.148 -1.452 -4.309

=====

Record 2
This record from OMol25 describes a structure of composition C5F15O15PdS5 at a distorted geometry. The level of theory is the ωB97M-V functional and the def2-TZVPD basis.

Properties
HOMO-LUMO gap (alpha / beta): 9.964 / 3.303 eV
Net charge: -2
Spin multiplicity: 4
LUMO (alpha / beta): 4.6 / -1.5 eV
⟨S²⟩: 3.759
F_max: 5.8 eV Å⁻¹
HOMO level (alpha / beta): -0.1988 / -0.1752 Eh

Element x y z (Å)
C 2.370 2.427 -3.111
O -2.663 -1.004 -2.260
O -0.194 3.297 -3.012
F -2.257 3.765 -0.544
O 0.493 1.442 -1.599
F 3.302 -3.233 -2.811
O 1.142 -1.523 -0.223
O -4.160 -0.364 -0.419
O -0.612 2.050 1.190
O 0.451 4.369 1.273
O 0.025 0.950 -3.879
S -0.667 3.404 1.679
S 1.520 -2.764 -0.910
F -2.697 -2.394 1.381
F 0.696 -3.354 4.463
F -3.705 -3.429 -0.224
C -2.164 4.185 0.755
O -0.219 -0.057 4.357
S 0.707 -0.835 3.473
O -1.693 -0.194 -0.123
F 4.275 -2.472 -1.061
O -1.048 3.387 3.122
F 2.519 2.817 -4.364
F -2.011 5.551 0.794
F 2.789 3.412 -2.259
O 1.760 -3.920 -0.018
Pd 0.394 0.390 0.179
F -1.250 -2.489 4.061
S -2.850 -0.856 -0.807
C -2.677 -2.606 0.085
F -3.263 3.727 1.322
O 0.768 -3.018 -2.136
O 2.106 -0.773 3.995
O 0.513 -0.518 2.083
F -1.571 -3.290 -0.388
C 3.200 -2.369 -1.838
F 3.062 1.305 -2.930
C -0.030 -2.674 3.617
F 3.181 -1.149 -2.426
F -0.015 -3.206 2.457
S 0.472 2.009 -2.945

=====

Record 3
This record from OMol25 describes an isolated molecule of C4H7NO2. The level of theory is the ωB97M-V functional and the def2-TZVPD basis.

Properties
HOMO-LUMO gap: 10.501 eV
SMILES: [H]/N=C(\C)OCC=O
LUMO: 0.8 eV
F_max: 0.5 eV Å⁻¹
HOMO level: -0.3560 Eh

Element x y z (Å)
C -0.948 1.533 -1.272
H 0.487 -2.469 1.457
N -1.130 -0.499 0.540
C 0.966 -1.855 0.691
H -0.254 1.928 0.710
H 1.090 -2.461 -0.213
C 0.122 -0.645 0.397
H 1.957 -1.553 1.036
O 0.867 0.370 -0.095
O -1.810 2.373 -1.337
H -1.561 -1.340 0.912
H -0.875 0.699 -1.999
H 0.920 2.320 -0.581
C 0.168 1.600 -0.245